1.
Entry from the Open Molecules 2025 dataset: C7H14 as an isolated structure in a non-equilibrium geometry (wB97M-V/def2-TZVPD).

Element x y z (Å)
C: -1.500 -0.723 0.545
C: -0.189 -0.497 0.852
C: -2.853 0.045 0.832
C: 2.421 -0.633 0.682
C: 1.041 -1.115 0.361
C: 2.971 0.330 -0.447
C: -0.395 0.241 1.956
H: 3.261 -0.148 -1.388
H: -2.355 1.494 -5.773
H: 2.420 -0.048 1.658
H: 3.134 -1.552 0.836
H: -0.450 -0.082 2.960
H: 2.193 1.082 -0.927
H: -2.703 2.052 -6.167
H: -3.637 -0.533 0.461
H: -3.029 0.217 1.855
H: -2.744 1.129 0.328
H: 3.833 0.975 -0.176
H: -0.731 1.253 1.986
H: -1.704 -1.541 -0.079
H: 1.017 -1.945 -0.356

Computed properties:
- Energy relative to the best compared isomer or geometry (same formula, charge and spin): 7.400 eV
- DFT total energy: -7478.894 eV
- HOMO level: -6.50 eV
- Gap between HOMO and LUMO: 6.013 eV

2.
Entry from the Open Molecules 2025 dataset: C7H14BN2O2Pb as an isolated structure in a non-equilibrium geometry (wB97M-V/def2-TZVPD).

Element x y z (Å)
Pb: -0.517 1.956 -2.181
O: -0.839 1.260 0.636
O: 0.029 -0.818 0.191
N: 1.306 -0.599 -3.428
N: 2.330 0.260 -0.529
C: -1.408 0.852 2.977
C: -1.582 0.333 -3.053
C: -0.410 -1.181 3.839
C: -0.445 -0.800 1.494
C: -1.032 0.452 1.722
C: -1.048 0.048 4.062
C: -0.153 -1.627 2.523
B: -0.145 0.446 -0.332
H: -1.240 0.387 5.081
H: -1.505 0.207 -4.147
H: 1.158 -1.287 -2.690
H: 0.959 -1.051 -4.297
H: 2.573 0.735 0.342
H: -2.522 0.794 -2.811
H: -1.514 -0.577 -2.461
H: 0.331 -2.596 2.370
H: 2.265 -0.742 -0.307
H: 2.299 -0.489 -3.548
H: -1.918 1.796 3.116
H: 3.127 0.373 -1.164
H: -0.099 -1.782 4.701
H: 0.001 3.652 -2.109

Computed properties:
- DFT total energy: -20477.108 eV
- HOMO level: -11.56 eV
- Net charge: +1
- Gap between HOMO and LUMO: 6.830 eV

3.
Entry from the Open Molecules 2025 dataset: an isolated ion of composition C7H14BrN2O2S and charge +1 in a non-equilibrium geometry (wB97M-V/def2-TZVPD).

Element x y z (Å)
Br: -1.417 -1.553 -0.064
S: -0.119 1.339 -2.664
O: 0.914 -1.000 -1.907
O: -2.976 1.226 -0.948
N: 0.886 -0.436 1.054
N: 1.475 -2.862 1.121
C: -2.101 2.132 -0.021
C: 1.805 -1.479 0.519
C: 1.997 -1.559 -1.098
C: -0.797 1.322 0.873
C: -0.187 0.075 0.056
C: 0.658 0.353 -1.302
C: -3.702 1.656 0.466
H: 1.447 0.423 1.332
H: 0.355 -0.847 1.879
H: -0.173 2.705 -2.342
H: 2.889 -1.236 0.963
H: -1.932 3.341 -0.325
H: 3.053 -1.065 -1.358
H: 1.898 -2.857 2.087
H: -1.327 1.031 1.884
H: 1.870 -3.627 0.532
H: 1.665 0.893 -0.988
H: -3.688 0.516 0.802
H: 2.117 -2.700 -1.424
H: 0.017 2.147 1.033
H: -4.625 2.061 -0.162

Computed properties:
- SMILES: N[C@H]1CO[C@@H](S)[C@](Br)(C[C@@H]2CO2)[NH2+]1
- DFT total energy: -95424.161 eV
- HOMO level: -12.72 eV
- Net charge: +1
- Gap between HOMO and LUMO: 9.222 eV

4.
Entry from the Open Molecules 2025 dataset: an isolated ion of composition C7H14ClFINO3PS2 and charge +1 in a non-equilibrium geometry (wB97M-V/def2-TZVPD).

Element x y z (Å)
I: 3.597 1.095 -1.681
Cl: 0.791 -2.339 1.730
S: 2.184 0.107 2.181
S: 0.947 2.588 -0.068
P: -1.253 -1.210 -0.492
F: 3.308 -0.924 2.374
O: 1.493 0.260 3.407
O: 2.025 -1.010 -0.163
O: 2.729 1.227 1.495
N: 0.643 0.889 -0.572
C: -0.833 0.578 1.555
C: 1.854 0.050 -1.060
C: 1.178 -0.830 0.944
C: -0.332 -2.483 -1.427
C: -0.033 -0.054 0.417
C: -2.101 1.332 1.156
C: -2.035 -0.195 -1.817
H: -1.907 2.034 0.348
H: -0.221 1.258 2.143
H: -3.012 -0.637 -1.982
H: -1.474 -0.282 -2.751
H: -1.116 -0.230 2.223
H: 0.007 3.120 -0.869
H: 1.523 -0.403 -1.992
H: -2.130 0.858 -1.573
H: 0.361 -2.100 -2.177
H: -2.500 1.869 2.010
H: -1.100 -3.041 -1.962
H: 0.162 -3.186 -0.770
H: -2.891 0.664 0.820
H: 0.136 0.994 -1.448

Computed properties:
- SMILES: CC[C@@]1(P(C)C)[N@@H+](S)[C@@H](I)O[C@@]1(Cl)S(=O)(=O)F
- Energy relative to the best compared isomer or geometry (same formula, charge and spin): 0.264 eV
- DFT total energy: -69409.314 eV
- HOMO level: -12.49 eV
- Net charge: +1
- Gap between HOMO and LUMO: 8.579 eV

5.
Entry from the Open Molecules 2025 dataset: C7H14ClI2NNdOP as an isolated structure in a non-equilibrium geometry (wB97M-V/def2-TZVPD).

Element x y z (Å)
Nd: 0.184 1.413 -0.540
I: 0.169 -3.578 -0.243
I: -1.184 -2.732 1.900
Cl: 0.191 3.733 -1.338
P: -2.446 -0.129 -1.475
O: 2.967 -3.668 3.129
N: 2.066 1.348 0.739
C: 3.030 1.126 1.375
C: 2.048 -3.851 2.496
C: -3.491 -1.645 -1.550
C: -2.460 0.170 -3.284
C: 4.989 1.685 2.885
C: -3.837 0.998 -1.004
C: 4.214 0.667 2.038
H: -3.793 -1.962 -0.546
H: -3.488 0.199 -3.656
H: -4.661 0.906 -1.727
H: 5.886 1.261 3.347
H: -3.480 2.035 -0.980
H: -1.966 1.115 -3.514
H: 3.897 -0.168 2.675
H: -4.193 0.731 0.002
H: 5.320 2.511 2.260
H: -4.403 -1.471 -2.148
H: 4.906 0.286 1.271
H: -2.935 -2.471 -2.004
H: -1.913 -0.633 -3.781
H: 4.384 2.126 3.675

Computed properties:
- Spin multiplicity: 4
- Energy relative to the best compared isomer or geometry (same formula, charge and spin): 0.000 eV
- DFT total energy: -64298.520 eV
- HOMO level (spin up / spin down): -14.90 / -14.90 eV
- Net charge: +2
- Gap between HOMO and LUMO (spin up / spin down): 5.626 / 6.690 eV

6.
Entry from the Open Molecules 2025 dataset: a 2-piece molecular cluster, C7H14FN2O2P overall in a non-equilibrium geometry (wB97M-V/def2-TZVPD).

Element x y z (Å)
P: 0.010 -0.804 1.191
F: -0.141 -3.204 -3.624
O: 0.558 -1.554 2.318
O: -0.185 0.724 1.624
N: 3.566 -0.783 -3.040
N: 0.099 -1.946 -3.147
C: 0.219 2.959 0.836
C: 3.013 -1.567 -2.395
C: 1.120 -0.830 -0.294
C: -0.732 1.771 0.831
C: 1.680 -2.244 -0.386
C: 2.359 -2.530 -1.659
C: -1.625 -1.378 0.580
H: 0.611 -1.477 -3.904
H: -1.688 2.056 1.285
H: -2.367 -1.143 1.341
H: 0.885 -2.976 -0.228
H: -1.900 -0.910 -0.361
H: -1.590 -2.454 0.448
H: 1.915 -0.094 -0.159
H: 0.528 3.167 1.857
H: 1.103 2.748 0.242
H: -0.281 3.835 0.432
H: 0.572 -0.602 -1.210
H: -0.918 1.432 -0.192
H: 2.427 -3.550 -2.011
H: 2.381 -2.392 0.449

Computed properties:
- Energy relative to the best compared isomer or geometry (same formula, charge and spin): 0.832 eV
- DFT total energy: -26564.156 eV
- HOMO level (spin up / spin down): -9.10 / -10.20 eV
- Gap between HOMO and LUMO (spin up / spin down): 7.972 / 9.004 eV

7.
Entry from the Open Molecules 2025 dataset: a 2-piece molecular cluster, C7H14FO2P overall in a non-equilibrium geometry (wB97M-V/def2-TZVPD).

Element x y z (Å)
P: 0.647 -0.851 2.305
F: 1.818 2.505 -2.485
O: 1.032 0.861 0.761
O: 1.088 -0.100 -1.274
C: 1.590 2.237 -1.220
C: 0.436 -0.266 -2.455
C: 1.175 0.316 3.632
C: 1.235 1.074 -0.560
C: -1.441 -1.696 -1.503
C: -1.194 -0.560 2.133
C: -1.012 -0.451 -2.132
H: -1.542 -1.277 1.450
H: 0.359 0.274 4.322
H: -1.106 -1.842 -0.515
H: 0.873 -1.178 -2.917
H: -1.006 -2.545 -1.992
H: -2.497 -1.801 -1.424
H: 0.505 0.604 -3.076
H: 1.178 1.318 3.204
H: -1.085 0.494 1.699
H: 1.448 3.143 -0.668
H: -1.638 -0.466 3.126
H: -1.557 -0.351 -3.072
H: -1.421 0.433 -1.469
H: 2.112 0.124 4.130

Computed properties:
- Energy relative to the best compared isomer or geometry (same formula, charge and spin): 0.998 eV
- DFT total energy: -23582.996 eV
- HOMO level: -7.16 eV
- Gap between HOMO and LUMO: 5.924 eV

8.
Entry from the Open Molecules 2025 dataset: C7H14I2N2O3 as an isolated structure in a non-equilibrium geometry (wB97M-V/def2-TZVPD).

Element x y z (Å)
I: -0.160 -3.964 -1.562
I: -0.470 -2.507 1.663
O: -0.133 -1.089 -1.684
O: 3.821 1.314 3.053
O: -1.180 0.884 -1.379
N: 2.117 1.703 1.612
N: -0.430 0.296 -3.521
C: -0.645 0.089 -2.125
C: 3.098 0.954 2.147
C: -1.116 -2.064 -1.343
C: 1.896 3.036 2.146
C: 1.281 1.224 0.529
C: -1.705 -1.838 0.047
C: -3.109 -2.465 0.122
H: -1.921 -2.025 -2.063
H: -3.853 -1.684 0.062
H: 1.575 0.214 0.253
H: -3.234 -3.013 1.041
H: 3.186 -0.041 1.677
H: 1.654 2.982 3.207
H: -1.790 -0.775 0.196
H: 0.201 1.082 -3.595
H: 1.387 1.876 -0.342
H: 0.234 1.211 0.832
H: 2.795 3.642 2.036
H: -1.305 0.602 -3.920
H: 1.075 3.505 1.611
H: -3.268 -3.148 -0.700

Computed properties:
- DFT total energy: -32809.452 eV
- HOMO level: -9.12 eV
- Gap between HOMO and LUMO: 9.030 eV

9.
Entry from the Open Molecules 2025 dataset: C7H14LuPS as an isolated structure in a non-equilibrium geometry (wB97M-V/def2-TZVPD).

Element x y z (Å)
Lu: 0.003 -0.204 -0.368
S: -0.884 0.042 2.051
P: 2.279 0.978 0.322
C: -2.243 -0.551 -2.513
C: 0.457 -1.147 2.448
C: 0.061 -0.576 -3.511
C: -1.338 -0.839 -3.570
C: -0.616 1.145 3.425
C: 0.792 -0.075 -2.484
C: -1.927 -0.048 -1.294
H: 0.617 -0.770 -4.435
H: 1.889 0.034 -2.529
H: 1.363 -0.626 2.765
H: -0.844 2.149 3.085
H: 0.035 -1.713 3.282
H: -1.754 -1.193 -4.512
H: -3.308 -0.708 -2.696
H: -1.322 0.813 4.188
H: -2.603 0.270 -0.486
H: 0.654 -1.831 1.606
H: 2.040 2.237 0.928
H: 3.159 1.248 -0.752
H: 3.083 0.289 1.265
H: 0.408 1.073 3.786

Computed properties:
- DFT total energy: -61223.188 eV
- HOMO level: -4.93 eV
- Gap between HOMO and LUMO: 4.610 eV

10.
Entry from the Open Molecules 2025 dataset: a 2-piece molecular cluster, C7H14N overall in a non-equilibrium geometry (wB97M-V/def2-TZVPD).

Element x y z (Å)
N: -0.482 0.363 0.043
C: 2.669 0.466 -1.278
C: -0.452 1.770 0.479
C: -0.707 -0.473 2.276
C: 2.778 1.235 -2.184
C: -0.589 0.134 -1.430
C: -0.656 -2.052 0.268
C: -0.666 -0.662 0.848
H: -1.065 1.850 1.357
H: 2.744 -0.345 -0.585
H: -1.049 -1.494 2.583
H: 0.244 0.690 -1.746
H: -1.495 0.440 -1.946
H: -1.351 -1.966 -0.492
H: 0.256 -0.332 2.476
H: 0.522 1.967 0.852
H: -1.124 -2.666 0.988
H: -0.827 2.414 -0.309
H: 2.728 1.784 -3.013
H: -0.333 -0.893 -1.691
H: -1.403 0.299 2.679
H: 0.257 -2.527 -0.173

Computed properties:
- Energy relative to the best compared isomer or geometry (same formula, charge and spin): 3.008 eV
- DFT total energy: -8966.070 eV
- HOMO level: -14.11 eV
- Net charge: +1
- Gap between HOMO and LUMO: 10.121 eV

11.
Entry from the Open Molecules 2025 dataset: an isolated ion of composition C7H14N and charge +1 in a non-equilibrium geometry (wB97M-V/def2-TZVPD).

Element x y z (Å)
N: 0.500 -0.285 0.798
C: -1.584 -0.098 -0.517
C: 2.879 -0.887 0.217
C: -0.654 0.700 0.517
C: -0.165 2.018 -0.083
C: 2.721 0.255 -0.347
C: 1.534 -0.640 -0.251
C: -2.102 -1.454 -0.048
H: -1.421 -2.231 -0.260
H: -2.374 0.608 -0.763
H: 3.200 1.043 -0.896
H: 3.457 -1.750 0.462
H: -3.020 -1.628 -0.748
H: -2.545 -1.481 0.885
H: 0.083 -1.056 1.197
H: 0.578 2.589 0.535
H: -1.151 2.564 -0.065
H: 1.018 0.097 1.576
H: -0.909 -0.306 -1.390
H: -1.143 1.013 1.459
H: 1.165 -1.178 -1.090
H: -0.066 2.106 -1.191

Computed properties:
- SMILES: CC[C@H](C)[NH2+]C1C=C1
- Energy relative to the best compared isomer or geometry (same formula, charge and spin): 2.615 eV
- DFT total energy: -8966.463 eV
- HOMO level: -15.11 eV
- Net charge: +1
- Gap between HOMO and LUMO: 12.169 eV

12.
Entry from the Open Molecules 2025 dataset: a 2-piece molecular cluster, C7H14N overall in a non-equilibrium geometry (wB97M-V/def2-TZVPD).

Element x y z (Å)
N: -0.896 -0.158 0.211
C: 0.324 0.420 -0.399
C: 1.538 -2.269 0.591
C: 1.096 1.393 0.380
C: 1.789 2.337 -0.224
C: 1.628 -1.334 -0.318
C: -1.513 -1.091 -0.700
C: -1.951 0.889 0.482
H: -0.831 -1.683 -1.137
H: -0.749 -0.737 0.986
H: 0.731 -2.332 1.178
H: -2.155 1.615 -0.436
H: -1.597 1.536 1.408
H: 2.401 -1.109 -1.025
H: -2.306 -1.659 -0.249
H: 2.359 2.986 0.437
H: -2.171 -0.672 -1.367
H: 0.975 1.433 1.393
H: 1.760 2.290 -1.238
H: 0.146 0.638 -1.503
H: 2.377 -2.969 0.743
H: -2.953 0.477 0.784

Computed properties:
- Spin multiplicity: 3
- Energy relative to the best compared isomer or geometry (same formula, charge and spin): 1.939 eV
- DFT total energy: -8961.155 eV
- HOMO level (spin up / spin down): -10.02 / -13.73 eV
- Net charge: +1
- Gap between HOMO and LUMO (spin up / spin down): 7.250 / 7.349 eV